Here is a molecular structure, C31H62AsGe2O4SSbTl in a non-equilibrium geometry from the OMol25 dataset. Energies are from wB97M-V/def2-TZVPD.

Its LUMO energy is -0.083 Eh. The value obtained for the HOMO energy is -10.17 eV. The charge is +1. The gap between HOMO and LUMO is 7.9 eV. The calculation puts the energy relative to the best compared isomer or geometry (same formula, charge and spin) at 250.0 kJ/mol.

Last column: Mulliken charge in e.
CARTESIAN COORDINATES (ANGSTROEM)
Tl: -1.0967 -2.8523 -0.4420  1.09
C: 3.4473 -1.0194 -0.7795  -0.62
C: 3.7430 -1.7144 0.5536  -0.96
Ge: 2.0968 -2.4935 1.4277  0.24
C: 1.8620 -4.1478 0.3700  0.13
C: 3.0655 -4.9530 0.7587  -1.58
C: 2.4053 -2.8776 3.2938  0.46
C: 1.5862 -2.0707 3.9783  -0.85
Ge: 0.5765 -0.9969 2.6537  -0.21
C: -1.4169 -1.2014 2.7647  -0.13
C: -1.8783 -0.7168 4.1848  -1.21
C: 1.1013 0.9369 2.4843  0.17
C: 0.3880 1.8741 3.4153  -0.99
C: 1.4474 -1.8930 5.4326  -0.41
C: 0.6736 -2.8048 6.1800  -0.32
C: 0.5442 -2.5641 7.5341  -0.62
C: 0.9595 -1.4051 8.1158  -0.56
C: 1.7181 -0.5264 7.3579  -0.47
C: 2.0493 -0.8027 6.0722  -0.29
H: 4.2902 -0.6530 -1.3320  0.55
H: 2.8504 -0.1198 -0.5364  0.00
H: 2.7556 -1.5544 -1.4178  -0.04
H: 4.1365 -0.9799 1.2494  0.57
H: 4.5727 -2.3891 0.4058  0.55
H: 1.8151 -3.9610 -0.6844  -0.32
H: 0.9946 -4.7095 0.6990  0.60
H: 4.0015 -4.4089 0.7183  0.33
H: 3.1028 -5.8686 0.1966  0.42
H: 2.9604 -5.2182 1.8191  0.36
H: 3.0682 -3.6247 3.6888  0.61
H: -1.5199 -2.2961 2.7695  0.55
H: -2.1395 -0.7098 1.9811  -0.02
H: -1.2017 -0.9962 4.9547  0.22
H: -2.8251 -1.1570 4.5249  0.41
H: -1.9085 0.3682 4.2087  0.23
H: 0.9795 1.1977 1.3994  -0.20
H: 2.1855 0.8867 2.7550  0.48
H: -0.6084 2.0331 3.0034  -0.01
H: 0.7044 2.9435 3.5572  0.34
H: 0.4444 1.3837 4.4272  0.29
H: 0.2242 -3.6305 5.6478  0.44
H: -0.0700 -3.2117 8.0950  0.40
H: 0.7995 -1.1608 9.1795  0.37
H: 2.1427 0.3856 7.7653  0.39
H: 2.7126 -0.1812 5.4742  0.50
O: -1.3433 1.4142 -2.2601  -1.00
S: -1.3699 0.5260 -1.1040  0.41
O: -2.2837 -0.5780 -1.2482  -0.63
O: -1.7949 1.5415 -0.0409  -0.22
O: -0.0318 0.0237 -0.7099  -0.13
C: -2.0884 5.8361 0.8747  -1.28
C: -2.1980 4.3377 1.0419  0.79
C: -3.5757 3.8564 1.5543  -1.49
Sb: -1.8447 3.4037 -0.9157  0.98
C: 0.0654 4.0625 -1.5954  0.25
C: 0.4574 3.6223 -3.0600  -1.04
C: 1.1201 3.5104 -0.5500  -1.38
C: -3.6619 3.5243 -2.0482  0.01
C: -3.1929 3.6723 -3.5136  -1.08
C: -4.4602 2.2238 -1.7870  -1.11
H: -1.6596 6.2500 1.7513  0.40
H: -3.0714 6.2861 0.6812  0.38
H: -1.5375 6.1930 -0.0175  0.27
H: -1.3961 3.9239 1.6532  -0.24
H: -4.3638 4.3003 0.9556  0.40
H: -3.7220 4.1214 2.5716  0.47
H: -3.7901 2.7984 1.4719  0.24
H: -0.0524 5.1678 -1.4645  0.66
H: 0.5394 2.5833 -3.0324  0.08
H: 1.3989 4.1608 -3.3001  0.44
H: -0.2699 3.9189 -3.8241  0.30
H: 1.2935 2.4630 -0.7513  0.08
H: 0.7914 3.6223 0.5044  0.21
H: 2.0557 4.0313 -0.6512  0.60
H: -4.1290 4.3973 -1.5986  0.78
H: -2.5258 2.8574 -3.7001  0.14
H: -2.6920 4.6658 -3.6209  0.31
H: -4.0366 3.6776 -4.2218  0.49
H: -3.9124 1.4013 -2.2827  0.21
H: -5.4532 2.2691 -2.2904  0.50
H: -4.6390 1.9942 -0.6876  0.21
C: 1.4962 -4.8078 -3.7772  -1.28
C: 1.6909 -3.3072 -4.0608  -0.61
As: 0.1985 -2.1503 -3.3465  0.17
C: -1.3828 -2.6912 -4.4082  -0.59
C: -1.3278 -2.4260 -5.8856  -1.30
C: 0.6799 -0.4175 -4.0868  -0.32
C: 1.5192 -0.5041 -5.4216  -1.24
H: 2.3896 -5.3455 -3.9392  0.43
H: 0.7020 -5.2604 -4.3827  0.33
H: 1.3020 -4.9439 -2.6899  0.24
H: 1.7025 -3.2383 -5.2060  0.41
H: 2.5863 -2.9201 -3.5458  0.46
H: -2.2356 -2.2535 -3.8768  0.39
H: -1.5385 -3.7216 -4.1649  0.57
H: -1.3249 -1.3263 -6.0931  0.26
H: -2.2393 -2.7777 -6.3617  0.41
H: -0.4750 -2.7826 -6.3992  0.29
H: 1.2044 0.2107 -3.3612  0.17
H: -0.3009 -0.0448 -4.2605  0.42
H: 2.4062 -1.1547 -5.3967  0.27
H: 1.7635 0.5223 -5.7641  0.39
H: 0.8180 -0.8588 -6.2606  0.21


Here is a molecular structure, C15H21Cl2IrNOS2Si in a non-equilibrium geometry from the OMol25 dataset. Energies are from wB97M-V/def2-TZVPD.

Its LUMO energy (alpha / beta) is -0.179 / -0.173 Eh. The value obtained for the HOMO energy (alpha / beta) is -11.28 / -11.11 eV. The charge is +1. The gap between HOMO and LUMO (alpha / beta) is 6.4 / 6.4 eV. The calculation puts the energy relative to the best compared isomer or geometry (same formula, charge and spin) at 23.3 kJ/mol.

Last column: Mulliken charge in e.
CARTESIAN COORDINATES (ANGSTROEM)
Ir: 0.1999 0.0854 0.9010  0.20
C: -2.4504 3.1326 -1.4604  -1.02
Si: -1.3116 1.6804 -1.6891  0.17
C: 0.1422 2.1725 -2.7318  -0.98
C: -2.1944 0.2796 -2.5225  -0.85
O: -0.8197 1.2257 -0.1507  -0.10
H: -2.8686 3.4109 -2.4308  0.37
H: -1.9198 4.0019 -1.0656  0.29
H: -3.2835 2.9022 -0.7927  0.30
H: -0.2189 2.5409 -3.6955  0.35
H: 0.7977 1.3189 -2.9207  0.31
H: 0.7447 2.9606 -2.2767  0.30
H: -2.4894 0.6087 -3.5224  0.35
H: -3.0935 -0.0404 -1.9936  0.29
H: -1.5417 -0.5899 -2.6293  0.20
C: 1.1922 -1.2286 -0.0132  -1.87
C: 1.8195 -2.0851 -0.6297  1.96
C: 2.5297 -3.0590 -1.3771  0.47
C: 3.7726 -3.5224 -0.9268  -0.45
C: 4.4422 -4.5002 -1.6375  -0.55
C: 3.8860 -5.0120 -2.8041  -0.35
C: 2.6624 -4.5436 -3.2685  -0.57
C: 1.9806 -3.5738 -2.5584  -0.38
H: 4.1972 -3.1071 -0.0229  0.42
H: 5.4013 -4.8594 -1.2902  0.39
H: 4.4099 -5.7819 -3.3552  0.39
H: 2.2405 -4.9403 -4.1818  0.40
H: 1.0242 -3.2048 -2.9033  0.45
Cl: 0.7923 -2.7018 3.2216  -0.08
C: 2.0822 -1.5981 3.6310  -0.35
Cl: 1.8652 0.0386 2.8948  -0.08
H: 3.0234 -1.9829 3.2595  0.31
H: 2.0951 -1.4460 4.7033  0.34
S: -1.6130 0.0016 2.4014  -0.35
C: -1.9893 1.6008 2.8129  0.50
N: -3.1585 1.9205 3.3403  -0.20
C: -3.3017 3.2771 3.8690  -0.59
C: -2.2771 4.1106 3.1082  -0.51
S: -0.9269 2.9555 2.7012  -0.03
H: -3.8657 1.2134 3.4801  0.24
H: -3.1042 3.2770 4.9427  0.29
H: -4.3151 3.6333 3.6964  0.34
H: -1.8793 4.9227 3.7102  0.40
H: -2.6787 4.5058 2.1772  0.30


Here is 2 unconnected molecules or ions with the total composition C4H13NO2 in a non-equilibrium geometry from the OMol25 dataset. Energies are from wB97M-V/def2-TZVPD.

Its LUMO energy is 0.028 Eh. The value obtained for the HOMO energy is -8.54 eV. The gap between HOMO and LUMO is 9.3 eV. The calculation puts the energy relative to the best compared isomer or geometry (same formula, charge and spin) at 170.9 kJ/mol. Its SMILES is CN(C)CCO.O.

Last column: Mulliken charge in e.
CARTESIAN COORDINATES (ANGSTROEM)
C: 0.4052 0.6319 -1.7735  -0.94
N: -0.3057 -0.1605 -0.7831  0.06
C: -1.5742 -0.6757 -1.3016  -1.06
C: -0.4021 0.5322 0.4954  -1.06
C: -0.4806 -0.4841 1.6449  -0.52
O: 0.5616 -0.0940 2.5850  -0.51
H: 0.4723 -0.0273 -2.6387  0.35
H: -0.1740 1.5600 -2.1366  0.29
H: 1.4292 0.9626 -1.4270  0.30
H: -2.1614 0.0176 -1.9742  0.34
H: -2.3382 -0.9523 -0.5217  0.34
H: -1.4650 -1.6001 -1.8792  0.34
H: -1.3710 1.0393 0.5153  0.40
H: 0.5036 1.2049 0.6346  0.83
H: -0.3893 -1.5689 1.4677  0.33
H: -1.4372 -0.2652 2.1405  0.35
H: 0.3368 -0.3536 3.5059  0.29
O: 2.9670 0.3969 0.2566  -0.67
H: 3.3822 -0.3880 0.6942  0.27
H: 2.0409 0.2243 0.4955  0.28


Here is a single H3NO2Si molecule in a non-equilibrium geometry from the OMol25 dataset. Energies are from wB97M-V/def2-TZVPD.

Its LUMO energy is -0.073 Eh. The value obtained for the HOMO energy is -9.93 eV. The gap between HOMO and LUMO is 7.9 eV. The calculation puts the energy relative to the best compared isomer or geometry (same formula, charge and spin) at 79.4 kJ/mol.

Last column: Mulliken charge in e.
CARTESIAN COORDINATES (ANGSTROEM)
N: 1.9167 -0.5523 0.0836  0.06
O: 0.9608 0.1409 0.1345  -0.10
O: -1.3992 -1.0159 0.4286  -0.51
Si: -1.0386 0.4052 0.0994  0.47
H: 1.7198 -1.5496 -0.5120  0.26
H: -1.3787 1.5497 0.9986  -0.09
H: -0.7809 1.0219 -1.2327  -0.10


Here is a gas-phase ion, C3H7ClN5 (charge +1) in a non-equilibrium geometry from the OMol25 dataset. Energies are from wB97M-V/def2-TZVPD.

Its LUMO energy is -0.160 Eh. The value obtained for the HOMO energy is -13.65 eV. The charge is +1. The gap between HOMO and LUMO is 9.3 eV. The calculation puts the energy relative to the best compared isomer or geometry (same formula, charge and spin) at 327.5 kJ/mol. Its SMILES is [H]/N=C1/CC(=[NH2+])NN(Cl)N1.

Last column: Mulliken charge in e.
CARTESIAN COORDINATES (ANGSTROEM)
H: -0.2791 -3.4992 -0.7216  0.28
N: 0.2236 -2.6227 -0.4201  -0.51
C: -0.2738 -1.5512 -0.1469  0.33
C: 0.6192 -0.3582 0.4278  -0.70
C: 0.0270 0.9656 0.0698  0.56
N: 0.6599 1.8220 -0.5598  -0.27
N: -1.2944 1.1248 0.2438  0.04
N: -1.9950 0.0251 0.2073  -0.37
Cl: -2.5435 -0.3884 1.9945  -0.07
N: -1.5309 -1.0917 -0.4816  -0.11
H: 0.6332 -0.2323 1.5404  0.35
H: 1.5251 -0.4753 -0.0979  0.39
H: 0.2604 2.6512 -0.9480  0.23
H: 1.6506 1.7152 -0.7752  0.26
H: -1.8376 1.9329 -0.0349  0.27
H: -2.1930 -1.8428 -0.4301  0.31